A 2-piece molecular cluster, C5H10N3S overall, computed with ωB97M-V/def2-TZVPD.

Structure (XYZ):
```
19
Properties=species:S:1:pos:R:3:forces:R:3:mulliken_charge:R:1
C 0.876880 1.522364 -1.176356 3.924 1.808 -0.260 -0.33
C -0.322541 2.034769 -1.591218 -0.210 0.645 0.226 0.33
C -0.563747 -0.105179 -0.951123 -0.225 -0.181 -0.709 0.08
C 1.735070 -0.835323 -0.710576 1.906 2.275 -0.909 -0.72
C -1.050012 -2.904997 3.674928 -0.072 -1.190 1.500 -0.69
N 0.694162 0.208053 -0.809255 1.165 -1.320 0.359 0.16
N -1.166366 0.992803 -1.349728 -4.741 0.074 -0.669 -0.12
N -0.765444 3.214310 -2.161838 2.818 -0.877 -0.130 -0.48
S -0.186152 -1.948302 2.420725 0.139 -0.230 0.334 -0.07
H 1.940214 2.035736 -1.130307 -2.526 -1.371 -0.318 0.32
H 1.926759 -1.369339 -1.625260 -0.622 0.064 -0.679 0.35
H 2.667617 -0.293218 -0.537807 -0.048 -0.139 0.303 0.30
H 1.613386 -1.537443 0.035776 -0.835 -1.083 1.825 0.24
H -2.162266 -2.728972 3.503992 1.478 -0.652 0.597 0.26
H -0.736509 -2.537974 4.783320 -0.662 -0.765 -2.653 0.28
H -0.728052 -4.077215 3.613904 -0.880 2.912 0.091 0.27
H -2.177256 0.999236 -1.626974 1.388 0.039 0.513 0.28
H 0.067176 3.783224 -2.542713 -2.663 -0.624 0.953 0.28
H -1.662920 3.547468 -1.819491 0.667 0.614 -0.375 0.26
```
Positions in Å, forces in eV/Å.

Calculated values
net charge	+1
gap between HOMO and LUMO (spin up / spin down)	4.89 / 6.96	eV
total energy	-758.5492	hartree
highest occupied orbital energy (spin up / spin down)	-12.007 / -11.684	eV
energy above the lowest of the compared OMol25 structures with the same formula, charge and spin	4.691	eV

One molecule with the formula C5H10N4, computed with ωB97M-V/def2-TZVPD.

Structure (XYZ):
```
19
Properties=species:S:1:pos:R:3:forces:R:3:mulliken_charge:R:1
H 1.050802 2.748051 -1.176952 -0.193 -0.082 -0.207 0.19
N 0.942006 1.993693 -0.507297 1.129 -0.250 -0.334 -0.63
C 0.887783 0.810028 -0.991011 -1.459 0.908 0.826 0.21
N 0.658392 0.288426 -2.216470 -0.089 -2.481 0.181 -0.35
C 0.060062 -1.060797 -1.527000 0.523 2.035 -1.934 -0.63
C 0.557616 -0.459876 -0.231875 -0.039 0.226 1.527 -0.22
C -0.453793 -0.277935 0.984375 0.822 -0.298 -0.843 0.93
N -1.648019 -1.065504 0.949762 -0.103 -0.200 -0.011 -0.64
C 0.149976 0.071520 2.292730 0.249 0.142 -0.096 -0.84
N -0.593100 1.037789 1.494533 0.762 2.325 -1.552 -0.86
H 0.375871 0.807628 -3.037984 -0.126 -0.192 0.113 0.24
H 0.519225 -1.986109 -1.876711 -0.018 0.248 -0.081 0.31
H -1.018467 -1.047442 -1.683959 0.103 -0.154 0.230 0.30
H 1.458470 -0.948379 0.141846 -0.032 -0.066 -0.091 0.45
H -1.481364 -1.989680 0.568802 -0.130 0.030 0.071 0.26
H -2.389879 -0.604811 0.437140 0.042 -0.003 -0.016 0.26
H 1.230433 0.169160 2.358268 0.027 -0.032 -0.045 0.25
H -0.348874 -0.249475 3.199057 0.003 -0.034 -0.012 0.31
H 0.042861 1.763713 0.822748 -1.470 -2.122 2.272 0.45
```
Positions in Å, forces in eV/Å.

Calculated values
structure (SMILES)	[H]/N=C1\NC[C@@H]1[C@@]1(N)CN1
gap between HOMO and LUMO	9.35	eV
total energy	-415.4455	hartree
highest occupied orbital energy	-8.557	eV
energy above the lowest of the compared OMol25 structures with the same formula, charge and spin	3.029	eV

One molecule with the formula C5H10N4, computed with ωB97M-V/def2-TZVPD.

Structure (XYZ):
```
19
Properties=species:S:1:pos:R:3:forces:R:3:mulliken_charge:R:1
C 1.589563 2.606487 0.588351 -1.853 0.706 0.261 -0.90
N 1.532409 1.333489 -0.089708 -1.581 0.037 -0.365 -0.29
C 0.404443 0.555086 0.246617 -1.092 0.809 0.710 0.25
C -0.633605 0.637431 1.156137 1.025 1.690 0.152 -0.34
N -1.567033 -0.340870 0.996808 0.570 -0.470 -0.561 -0.75
C -1.084203 -1.038117 -0.013859 -1.849 0.355 1.401 0.41
N -1.694321 -2.210091 -0.460669 -2.339 -0.637 2.106 -0.63
N -0.005624 -0.471832 -0.544735 1.886 -2.920 -1.903 0.06
C 0.805406 -1.142216 -1.586570 -0.438 1.456 -0.237 -1.17
H 0.687659 3.233792 0.263942 1.011 -0.989 0.546 0.30
H 2.427686 3.198351 0.256514 0.564 -0.129 0.215 0.33
H 1.527623 2.464757 1.695688 0.311 0.490 -0.636 0.30
H 2.344086 0.782070 -0.001077 1.251 -0.372 0.226 0.24
H -0.795012 1.478541 1.798251 -0.046 0.043 0.511 0.42
H -1.075370 -2.990383 -0.335798 0.478 -0.485 -0.244 0.25
H -2.464787 -2.396301 0.325500 1.939 0.634 -2.426 0.37
H 1.489470 -1.956437 -1.280453 -0.649 0.361 0.150 0.27
H 1.371651 -0.297952 -1.960525 0.641 -0.155 -0.320 0.48
H 0.139358 -1.403333 -2.417962 0.170 -0.426 0.412 0.41
```
Positions in Å, forces in eV/Å.

Calculated values
structure (SMILES)	CNc1cnc(N)n1C
gap between HOMO and LUMO	8.12	eV
total energy	-415.5191	hartree
highest occupied orbital energy	-7.351	eV
energy above the lowest of the compared OMol25 structures with the same formula, charge and spin	1.027	eV

An isolated ion of composition C5H10N4 and charge +2, computed with ωB97M-V/def2-TZVPD.

Structure (XYZ):
```
19
Properties=species:S:1:pos:R:3:forces:R:3:mulliken_charge:R:1
C -1.373660 0.291577 1.592721 -0.280 -0.587 0.293 0.01
C 0.174634 -0.728310 -0.868201 -2.567 3.951 1.900 0.21
C -0.621313 1.345175 -0.333115 3.473 -3.032 -1.763 0.23
C 0.357340 -0.932655 -2.119160 -0.655 -1.046 -1.848 -0.58
C 1.540483 -1.311191 0.994943 2.598 -2.281 2.224 -0.70
N -0.688569 -0.748563 1.486847 -0.380 -2.294 1.088 -0.67
N -1.335928 1.376133 0.759347 -2.892 3.671 -0.093 -0.13
N -0.154806 2.348636 -1.020193 -2.694 1.857 -0.006 -0.30
N 0.135397 -1.337361 0.452559 1.624 2.564 0.352 0.47
H -2.050350 0.246202 2.483897 0.698 0.708 -0.776 0.41
H 0.725844 -1.882457 -2.521867 0.151 -0.080 0.468 0.32
H -0.065255 -0.352728 -2.969833 0.680 0.328 0.975 0.28
H 1.642232 -1.511810 2.183783 -0.847 0.589 -2.972 0.35
H 2.304488 -2.028910 0.490774 -1.979 0.796 0.490 0.35
H 1.862045 -0.356393 0.702654 0.703 1.469 0.278 0.39
H -1.968155 2.268074 0.972231 1.707 -2.361 -0.220 0.37
H 0.484945 2.291461 -1.816824 -0.362 -0.420 0.320 0.29
H -0.742364 3.269380 -0.995896 1.725 -1.687 0.077 0.31
H -0.227008 -2.246260 0.525333 -0.702 -2.145 -0.788 0.39
```
Positions in Å, forces in eV/Å.

Calculated values
net charge	+2
gap between HOMO and LUMO	9.92	eV
total energy	-414.6702	hartree
highest occupied orbital energy	-19.280	eV
energy above the lowest of the compared OMol25 structures with the same formula, charge and spin	5.893	eV

- The lowest total energy belongs to which entry?
  C5H10N3S